No. 1
DFT (ωB97M-V/def2-TZVPD) results for C5H7BrNP as an isolated structure.

Each line ends with the natural charge from an NBO analysis.
Element x y z (Å)
Br -4.008 -0.507 0.107  0.0627
P 1.742 0.055 -1.026  0.5710
N -0.460 1.544 0.355  -0.6423
C -2.226 0.076 -0.012  -0.2084
C -1.809 1.337 0.334  -0.0207
C -1.153 -0.802 -0.446  -0.3368
C -0.003 -0.092 -0.512  -0.0999
C 2.352 -0.674 0.596  -0.8772
H 2.606 -1.657 0.393  0.2252
H 3.135 -0.068 0.932  0.2208
H 0.171 2.293 -0.157  0.4180
H 1.606 -0.638 1.373  0.2469
H -1.135 -1.778 -0.977  0.2602
H 1.693 -1.111 -1.770  -0.0347
H -2.508 2.023 0.809  0.2151

Output
- relative energy (zero: lowest compared OMol25 entry of this formula, charge and spin) (eV) = 2.311
- gap between HOMO and LUMO (Eh) = 0.31852
- charge = 0
- lowest unoccupied orbital energy (eV) = 0.772

***

No. 2
DFT (ωB97M-V/def2-TZVPD) results for one molecule with the formula C5H7BrO.

Each line ends with the natural charge from an NBO analysis.
Element x y z (Å)
Br -0.652 -2.766 -1.452  -0.0009
O 0.426 -0.250 -1.922  -0.5190
C 0.573 0.290 1.733  -0.6601
C -0.348 0.814 -1.546  0.1630
C -0.516 0.014 0.753  -0.0900
C -0.795 0.977 -0.304  -0.3727
C 0.495 -1.288 -1.048  -0.0082
H 0.309 1.163 2.340  0.2153
H 0.728 -0.555 2.396  0.2220
H -0.511 1.493 -2.368  0.2014
H -1.317 -0.644 1.062  0.2111
H 1.510 0.518 1.227  0.2212
H 1.490 -1.616 -0.789  0.1849
H -1.392 1.850 -0.080  0.2318

Output
- relative energy (zero: lowest compared OMol25 entry of this formula, charge and spin) (eV) = 2.600
- gap between HOMO and LUMO (spin up / spin down) (Eh) = 0.30890 / 0.31205
- charge = 0
- lowest unoccupied orbital energy (spin up / spin down) (eV) = 0.368 / 0.422

***

No. 3
DFT (ωB97M-V/def2-TZVPD) results for one molecule with the formula C5H7BrO.

Each line ends with the natural charge from an NBO analysis.
Element x y z (Å)
Br -3.015 0.729 0.711  0.0002
O 0.440 -2.360 -0.229  -0.5072
C -0.643 -0.168 -0.891  -0.3538
C 1.253 0.735 0.840  -0.6200
C -1.194 -0.018 0.469  -0.2615
C -0.065 0.864 0.062  -0.2224
C 0.203 -1.664 -1.144  0.4790
H 1.086 0.848 1.921  0.2162
H -0.722 -0.716 1.112  0.2408
H 1.651 -0.217 0.705  0.2141
H 2.036 1.468 0.594  0.2209
H -0.374 1.830 -0.171  0.2196
H -1.244 0.441 -1.704  0.2482
H 0.587 -1.771 -2.275  0.1260

Output
- relative energy (zero: lowest compared OMol25 entry of this formula, charge and spin) (eV) = 1.540
- SMILES = C[C@@H]1[C@@H](Br)[C@@H]1C=O
- gap between HOMO and LUMO (Eh) = 0.38001
- charge = 0
- lowest unoccupied orbital energy (eV) = 0.723

***

No. 4
DFT (ωB97M-V/def2-TZVPD) results for one molecule with the formula C5H7BrO3.

Each line ends with the natural charge from an NBO analysis.
Element x y z (Å)
Br -1.240 -1.016 -2.825  0.0757
O -0.990 -0.384 0.398  -0.5352
O 1.283 -1.735 -0.719  -0.5090
O -2.375 -2.040 0.896  -0.6731
C 0.121 0.267 -0.281  0.0067
C 0.985 1.044 0.649  -0.6452
C -2.136 -1.717 -1.362  -0.4859
C -1.773 -1.410 -0.133  0.6038
C 1.055 -0.662 -1.142  0.4203
H -0.346 1.085 -1.011  0.1785
H 1.883 0.570 0.990  0.2190
H 0.363 1.253 1.535  0.2402
H -2.280 -1.501 1.767  0.5033
H -2.975 -2.342 -1.523  0.2447
H 1.400 -0.100 -2.029  0.1290
H 1.442 1.902 0.135  0.2271

Output
- SMILES = C[C@@H](C=O)O/C(O)=C\Br
- gap between HOMO and LUMO (Eh) = 0.33709
- charge = 0
- lowest unoccupied orbital energy (eV) = 0.634

***

No. 5
DFT (ωB97M-V/def2-TZVPD) results for one molecule with the formula C5H7Cl.

Each line ends with the natural charge from an NBO analysis.
Element x y z (Å)
Cl 0.685 1.300 -0.052  -0.0355
C 2.181 -0.865 0.076  -0.6496
C -0.393 -1.178 -0.016  -0.2641
C -2.488 0.416 0.099  -0.3673
C 0.745 -0.454 -0.002  0.0306
C -1.852 -0.759 -0.100  -0.2206
H 2.711 -0.669 -0.874  0.2303
H 2.250 -1.932 0.243  0.2199
H -0.289 -2.263 0.109  0.2162
H -2.138 1.376 0.499  0.2124
H 2.711 -0.343 0.835  0.2308
H -3.589 0.403 0.022  0.1948
H -2.463 -1.633 -0.276  0.2023

Output
- relative energy (zero: lowest compared OMol25 entry of this formula, charge and spin) (eV) = 0.874
- SMILES = C=C/C=C(/C)Cl
- gap between HOMO and LUMO (Eh) = 0.35263
- charge = 0
- lowest unoccupied orbital energy (eV) = 0.803

***

No. 6
DFT (ωB97M-V/def2-TZVPD) results for C5H7Cl2N2 as an isolated structure.

Each line ends with the natural charge from an NBO analysis.
Element x y z (Å)
Cl 2.185 0.718 -0.421  0.0966
Cl -2.136 -0.460 -0.727  0.0141
N 0.815 -1.967 0.262  -0.4184
N -0.406 -0.344 1.313  -0.5978
C 0.519 -1.366 1.353  0.3987
C 0.779 -1.517 -0.910  0.2777
C -0.682 1.823 -0.071  -0.7002
C -0.689 0.301 0.056  0.2034
C 0.833 -0.056 -1.112  -0.3065
H -1.665 2.174 0.462  0.2509
H -0.889 2.168 -1.061  0.2642
H 0.611 -2.252 -1.807  0.2619
H 0.226 2.412 0.399  0.2767
H 0.514 0.129 -2.065  0.2417
H 0.938 -1.888 2.325  0.2813
H -0.953 0.125 2.003  0.4557

Output
- relative energy (zero: lowest compared OMol25 entry of this formula, charge and spin) (eV) = 1.894
- gap between HOMO and LUMO (Eh) = 0.31084
- charge = +1
- lowest unoccupied orbital energy (eV) = -5.797

***

No. 7
DFT (ωB97M-V/def2-TZVPD) results for C5H7ClF2 as an isolated structure.

Each line ends with the natural charge from an NBO analysis.
Element x y z (Å)
Cl -2.313 0.151 -0.855  0.0471
F 0.516 1.762 -1.387  -0.3518
F 0.804 -0.004 -2.631  -0.3514
C 1.406 -0.007 0.565  -0.6268
C -0.682 -0.005 -0.818  -0.2335
C -0.170 0.686 -1.900  0.5215
C -0.115 -0.241 0.425  0.0864
C -0.876 -0.643 1.571  -0.6458
H 0.039 -1.410 2.143  0.2134
H -1.009 1.109 -2.554  0.1716
H 1.885 0.254 -0.382  0.2381
H -1.022 0.095 2.393  0.2543
H 1.805 -0.827 0.859  0.2057
H 1.662 0.612 1.350  0.2200
H -1.931 -1.532 1.223  0.2514

Output
- relative energy (zero: lowest compared OMol25 entry of this formula, charge and spin) (eV) = 2.993
- gap between HOMO and LUMO (Eh) = 0.34941
- charge = 0
- lowest unoccupied orbital energy (eV) = 0.486

***

No. 8
DFT (ωB97M-V/def2-TZVPD) results for one molecule with the formula C5H7ClN2.

Each line ends with the natural charge from an NBO analysis.
Element x y z (Å)
Cl -1.556 -0.031 1.778  -0.0406
N 0.931 -0.109 0.874  -0.4228
N -2.729 1.692 -1.071  -0.3006
C 1.370 -0.516 2.147  -0.4628
C 0.223 0.250 -2.065  -0.5697
C -1.933 0.859 -1.029  0.2770
C -0.820 -0.061 -0.958  -0.3690
C -0.299 -0.074 0.531  0.3099
H 2.112 0.148 2.600  0.2202
H 2.051 -1.473 2.215  0.2210
H -0.292 0.097 -2.989  0.2228
H 1.054 -0.423 -1.947  0.2307
H 0.661 -0.601 2.952  0.2001
H -1.319 -0.988 -1.149  0.2599
H 0.545 1.230 -1.887  0.2239

Output
- relative energy (zero: lowest compared OMol25 entry of this formula, charge and spin) (eV) = 1.474
- SMILES = C/N=C(\Cl)[C@H](C)C#N
- gap between HOMO and LUMO (Eh) = 0.40334
- charge = 0
- lowest unoccupied orbital energy (eV) = 0.720

***

No. 9
DFT (ωB97M-V/def2-TZVPD) results for one molecule with the formula C5H7ClN2O2S.

Each line ends with the natural charge from an NBO analysis.
Element x y z (Å)
Cl -1.569 -2.217 0.644  0.0680
S -0.141 0.192 1.657  2.1706
O 0.438 -0.862 2.426  -0.9138
O 0.649 1.315 1.189  -0.9018
N -1.320 -0.068 -0.830  -0.4187
N -1.515 0.863 2.517  -1.0548
C 0.529 0.612 -2.170  -0.2574
C 1.542 -1.127 -0.729  -0.3905
C 1.317 -0.634 -1.959  -0.2219
C -0.626 0.844 -1.557  -0.0168
C -1.074 -0.621 0.232  0.0766
H 2.008 -2.000 -0.304  0.2157
H 0.927 1.372 -2.996  0.2272
H -1.603 0.395 3.467  0.4047
H -1.313 1.894 2.770  0.4104
H 1.358 -0.619 0.264  0.1833
H -1.159 1.673 -1.682  0.2020
H 1.552 -1.012 -2.938  0.2172

Output
- relative energy (zero: lowest compared OMol25 entry of this formula, charge and spin) (eV) = 2.173
- SMILES = C=C/C=C\N=C(\Cl)S(N)(=O)=O
- gap between HOMO and LUMO (Eh) = 0.32161
- charge = 0
- lowest unoccupied orbital energy (eV) = 0.088

***

No. 10
DFT (ωB97M-V/def2-TZVPD) results for one molecule with the formula C5H7ClO.

Each line ends with the natural charge from an NBO analysis.
Element x y z (Å)
Cl -2.107 -0.138 0.113  0.0013
O 0.517 1.731 -0.678  -0.7103
C 1.746 -1.048 -0.298  -0.4249
C 0.234 -1.393 -0.327  -0.1873
C -0.408 -0.334 0.042  -0.0694
C 1.845 0.201 0.643  -0.3987
C 0.420 0.843 0.421  0.0469
H 2.096 -0.812 -1.330  0.2208
H 1.963 -0.119 1.696  0.2078
H -0.177 -2.369 -0.503  0.2266
H 0.090 1.350 1.316  0.1777
H 2.667 0.881 0.416  0.2264
H -0.369 1.851 -1.020  0.4705
H 2.401 -1.909 0.049  0.2126

Output
- relative energy (zero: lowest compared OMol25 entry of this formula, charge and spin) (eV) = 0.268
- SMILES = O[C@@H]1CCC=C1Cl
- gap between HOMO and LUMO (Eh) = 0.38165
- charge = 0
- lowest unoccupied orbital energy (eV) = 0.901

***

Max |F|, record by record: 5.5 3.6 5.0 3.9 1.6 4.8 6.8 3.6 4.1 2.6 eV/A
Energy, record by record: -3164.71923 -2843.84322 -2843.88219 -2994.37072 -654.85838 -1224.26082 -854.50036 -764.37832 -1312.95166 -730.12394 Ha